The following is a DFT calculation (ωB97M-V/def2-TZVPD) of a 2-piece molecular cluster, C6H12NS overall.

```
20
C6H12NS (ωB97M-V/def2-TZVPD)
C -1.178 -0.298 -0.082
C -0.540 -1.315 -0.293
C 3.108 0.087 0.222
C -3.381 1.148 -0.124
C 3.757 -1.253 0.246
C -4.352 0.129 0.492
N 3.394 1.001 -0.712
S -1.742 1.104 0.692
H 0.159 -1.893 -0.891
H 4.780 -1.203 -0.164
H 2.531 0.327 1.086
H -3.191 0.928 -1.189
H 3.162 -1.838 -0.356
H 3.811 -1.583 1.342
H -3.888 2.129 -0.146
H -5.111 -0.127 -0.260
H -4.802 0.512 1.509
H -3.711 -0.674 0.641
H 4.045 0.829 -1.428
H 3.149 1.988 -0.584
```

The HOMO energy is -11.476 eV. The value obtained for the LUMO energy is -0.202 hartree. The value obtained for the HOMO-LUMO gap is 5.99 eV. The net charge is +1. As for the multiplicity: 1.

---

The following is a DFT calculation (ωB97M-V/def2-TZVPD) of a 2-piece molecular cluster, C18H16Cl2O2S overall.

```
39
C18H16Cl2O2S (ωB97M-V/def2-TZVPD)
Cl 0.714 8.599 3.154
C 0.701 6.997 2.532
C -0.074 6.693 1.405
C -0.068 5.389 0.891
C 0.709 4.414 1.511
S 0.737 2.713 0.853
C -0.454 1.858 1.760
Cl -0.990 0.380 1.258
O 0.323 2.865 -0.525
O 2.064 2.224 1.158
C 1.480 4.707 2.630
C 1.477 6.008 3.150
H -0.666 7.470 0.930
H -0.654 5.146 0.007
H -0.763 2.243 2.728
H 2.092 3.934 3.087
H 2.082 6.252 4.017
C -1.376 -3.581 0.340
C -0.856 -4.298 1.639
C 0.590 -4.574 1.328
C 0.921 -4.147 0.053
C -0.204 -3.589 -0.600
C -0.294 -3.251 -1.987
C 0.873 -3.147 -2.799
C 0.760 -2.934 -4.170
C -0.503 -2.821 -4.772
C -1.662 -2.895 -3.986
C -1.567 -3.087 -2.614
H -2.252 -4.097 -0.077
H -1.689 -2.549 0.564
H -0.996 -3.656 2.518
H -1.423 -5.225 1.808
H 1.254 -5.076 2.027
H 1.901 -4.245 -0.415
H 1.856 -3.235 -2.328
H 1.662 -2.858 -4.779
H -0.586 -2.674 -5.850
H -2.649 -2.805 -4.443
H -2.471 -3.149 -2.001
```

The HOMO energy is -5.392 eV. The value obtained for the LUMO energy is -0.109 hartree. The value obtained for the HOMO-LUMO gap is 2.41 eV. The net charge is 0. As for the multiplicity: 1.

---

The following is a DFT calculation (ωB97M-V/def2-TZVPD) of C40H54IrN4Si2 as an isolated structure.

```
101
C40H54IrN4Si2 (ωB97M-V/def2-TZVPD)
Ir 0.388 1.414 0.256
C 5.031 0.730 0.627
C 5.537 1.872 0.027
C 4.668 2.913 -0.250
C 3.319 2.782 0.077
N 2.821 1.637 0.572
C 3.666 0.654 0.852
C 2.373 3.906 0.002
C 2.811 5.228 0.078
C 1.870 6.243 0.123
C 0.525 5.916 0.112
C 0.157 4.574 0.034
N 1.071 3.599 -0.024
C -1.244 4.146 0.118
C -2.307 5.033 -0.050
C -3.601 4.604 0.191
C -3.793 3.296 0.598
C -2.693 2.458 0.676
N -1.450 2.854 0.435
H 5.674 -0.091 0.898
H 6.587 1.959 -0.206
H 5.039 3.810 -0.719
H 3.240 -0.232 1.295
H 3.862 5.460 0.146
H 2.179 7.274 0.203
H -0.217 6.692 0.197
H -2.137 6.052 -0.355
H -4.436 5.277 0.073
H -4.770 2.920 0.847
H -2.834 1.411 0.917
C 2.081 -4.640 3.056
C 1.727 -3.204 2.836
C 1.686 -2.315 3.913
C 1.358 -0.967 3.730
C 1.350 -0.027 4.894
C 1.074 -0.533 2.455
C 1.145 -1.386 1.312
C 1.463 -2.747 1.558
N 0.955 -0.787 0.127
C 1.210 -1.361 -1.168
C 2.687 -1.800 -1.328
C 2.934 -2.297 -2.750
C 2.673 -1.172 -3.749
C 1.213 -0.737 -3.629
C 0.299 -1.921 -3.941
C 0.569 -3.037 -2.935
C 2.025 -3.485 -3.064
C 0.298 -2.562 -1.508
C 0.925 -0.261 -2.205
H 2.093 -4.883 4.115
H 3.071 -4.851 2.650
H 1.366 -5.289 2.552
H 1.923 -2.673 4.905
H 1.760 -0.501 5.782
H 0.334 0.296 5.119
H 1.940 0.862 4.677
H 0.847 0.530 2.277
H 1.513 -3.455 0.751
H 2.927 -2.588 -0.617
H 3.333 -0.945 -1.122
H 3.978 -2.618 -2.830
H 2.873 -1.521 -4.762
H 3.337 -0.328 -3.550
H 1.015 0.082 -4.327
H 0.492 -2.282 -4.951
H -0.746 -1.609 -3.889
H -0.087 -3.888 -3.143
H 2.217 -3.834 -4.078
H 2.237 -4.315 -2.389
H 0.464 -3.395 -0.829
H -0.741 -2.248 -1.393
H -0.135 -0.002 -2.138
H 1.534 0.626 -1.973
C -2.768 1.174 -2.493
Si -3.551 -0.264 -1.486
C -5.367 0.232 -1.198
C -3.578 -1.910 -2.455
C -2.532 -0.446 0.084
Si -3.033 -1.163 1.752
C -4.917 -1.175 1.974
C -2.300 0.049 3.051
C -2.296 -2.913 1.974
H -2.892 0.987 -3.555
H -1.707 1.305 -2.298
H -3.258 2.117 -2.271
H -5.878 0.302 -2.153
H -5.449 1.195 -0.707
H -5.896 -0.501 -0.603
H -3.965 -1.726 -3.453
H -4.241 -2.616 -1.967
H -2.605 -2.378 -2.548
H -1.479 -0.118 0.017
H -5.343 -0.179 1.912
H -5.180 -1.580 2.946
H -5.395 -1.795 1.226
H -3.035 0.787 3.355
H -1.434 0.581 2.668
H -2.001 -0.488 3.944
H -2.751 -3.632 1.301
H -2.477 -3.254 2.989
H -1.224 -2.918 1.805
```

The HOMO energy (spin up / spin down) is -13.102 / -14.343 eV. The value obtained for the LUMO energy (spin up / spin down) is -0.217 / -0.276 hartree. The expectation value of S² is 8.802. The value obtained for the HOMO-LUMO gap (spin up / spin down) is 7.20 / 6.84 eV. The net charge is +2. As for the multiplicity: 6.

---

E
In order: -688.3833 -2164.3595 -2458.4352
Unit: Ha
Relative energy (zero: lowest compared OMol25 entry of this formula, charge and spin)
In order: 3.3914 0.1071 0.8350
Unit: eV